Entry 1:
Density functional theory data (ωB97M-V with the def2-TZVPD basis set) for CH3I2P as an isolated structure in a non-equilibrium geometry.

Its relative energy (zero: lowest compared OMol25 entry of this formula, charge and spin) is 71.0 kcal/mol. Its total charge is 0. As for the orbital gap: 8.70 eV. For the HOMO energy, the calculation gives -9.0 eV. For the electronic energy, the calculation gives -26573.7302 eV.

Each line ends with the natural charge from an NBO analysis.
CARTESIAN COORDINATES (ANGSTROEM)
C -0.64367 1.81262 -1.56066  -0.84
P 0.59805 2.44460 -0.64738  0.47
I 1.77074 -2.69748 -0.54935  -0.09
I -0.71453 2.20371 -3.59967  0.20
H -1.45739 1.45897 -0.96834  0.22
H 1.49053 -3.16299 0.89896  0.09
H -0.06917 2.39052 0.61752  -0.06

Cartesian forces (eV/Å) of the 3 atoms listed first:
C 0.81 1.05 0.66
P 0.21 0.33 -0.18
I 0.24 0.43 -1.27

***

Entry 2:
Density functional theory data (ωB97M-V with the def2-TZVPD basis set) for CH3I2P as an isolated structure in a non-equilibrium geometry.

Its relative energy (zero: lowest compared OMol25 entry of this formula, charge and spin) is 77.3 kcal/mol. Its total charge is 0. As for the orbital gap (alpha / beta): 6.81 / 5.39 eV. For the HOMO energy (alpha / beta), the calculation gives -6.5 / -9.2 eV. The expectation value of S² is 2.01. Its spin multiplicity is 3. For the electronic energy, the calculation gives -26571.1996 eV.

Each line ends with the Mulliken spin population.
CARTESIAN COORDINATES (ANGSTROEM)
C 1.14669 -0.15168 0.44254  0.46
P -0.37548 0.79228 -0.27336  0.04
I 3.10184 0.96435 -0.03192  1.31
I 1.31591 -2.27964 -0.05287  0.21
H 1.03015 -0.25489 1.47438  -0.01
H -1.13657 -0.22729 0.27862  0.00
H -0.50662 0.25228 -1.53153  0.00

Cartesian forces (eV/Å) of the 3 atoms listed first:
C -2.52 -0.84 -2.08
P 1.06 -0.23 1.51
I 1.84 0.79 -0.42

***

Entry 3:
Density functional theory data (ωB97M-V with the def2-TZVPD basis set) for an isolated molecule of CH3I2PS2 in a non-equilibrium geometry.

Its relative energy (zero: lowest compared OMol25 entry of this formula, charge and spin) is 14.8 kcal/mol. The structure (SMILES) is CSP(=S)(I)I. Its total charge is 0. As for the orbital gap: 6.97 eV. For the HOMO energy, the calculation gives -8.8 eV. For the electronic energy, the calculation gives -48246.9007 eV.

Each line ends with the natural charge from an NBO analysis.
CARTESIAN COORDINATES (ANGSTROEM)
C -1.02223 -1.09902 0.53276  -0.74
S -1.05779 0.71952 0.63564  0.03
P 0.75349 1.07406 -0.55777  0.43
S 0.37544 0.77438 -2.66922  -0.46
I 2.58144 -0.37937 0.24217  0.01
I 1.29770 3.30432 0.21425  0.03
H -1.68222 -1.41382 1.32934  0.24
H 0.04979 -1.36326 0.59640  0.23
H -1.29562 -1.61679 -0.32357  0.23

Cartesian forces (eV/Å) of the 3 atoms listed first:
C 1.33 0.73 1.17
S 1.41 -0.18 -1.09
P -1.77 -0.71 -2.93

***

Entry 4:
Density functional theory data (ωB97M-V with the def2-TZVPD basis set) for a 2-piece molecular cluster, CH3I3P overall in a non-equilibrium geometry.

Its relative energy (zero: lowest compared OMol25 entry of this formula, charge and spin) is 60.8 kcal/mol. Its total charge is +1. As for the orbital gap (alpha / beta): 4.95 / 4.95 eV. For the HOMO energy (alpha / beta), the calculation gives -13.3 / -13.3 eV. For the electronic energy, the calculation gives -34667.4089 eV.

Each line ends with the natural charge from an NBO analysis.
CARTESIAN COORDINATES (ANGSTROEM)
C 0.02721 -0.59371 -0.04770  -1.14
P -1.70437 -0.65664 -0.01807  0.61
I -3.69729 2.22320 0.69304  0.29
I -2.57447 -1.49547 -2.18842  0.16
I -2.26807 -2.27756 1.71755  0.16
H 0.56211 0.25299 -0.43896  0.31
H 0.51916 -1.26179 -0.76716  0.31
H 0.55905 -0.81856 0.87257  0.30

Cartesian forces (eV/Å) of the 3 atoms listed first:
C 3.11 -0.50 -0.64
P -2.66 -0.09 -0.03
I 0.95 -1.24 -0.31

***

Entry 5:
Density functional theory data (ωB97M-V with the def2-TZVPD basis set) for an isolated molecule of CH3I3Si in a non-equilibrium geometry.

Its relative energy (zero: lowest compared OMol25 entry of this formula, charge and spin) is 2.7 kcal/mol. The structure (SMILES) is C[Si](I)(I)I. Its total charge is 0. As for the orbital gap: 9.24 eV. For the HOMO energy, the calculation gives -9.6 eV. For the electronic energy, the calculation gives -33268.3437 eV.

Each line ends with the natural charge from an NBO analysis.
CARTESIAN COORDINATES (ANGSTROEM)
C -0.43729 0.76922 -0.66469  -1.13
Si 0.39032 -0.50626 0.45991  0.84
I 1.43418 0.53126 2.42541  -0.15
I -1.44659 -2.01589 1.23822  -0.18
I 2.06705 -1.74702 -0.77449  -0.14
H -0.81066 0.15707 -1.64138  0.26
H -1.32596 1.24116 -0.19754  0.26
H 0.12896 1.57048 -0.84544  0.24

Cartesian forces (eV/Å) of the 3 atoms listed first:
C -3.49 -4.23 -0.47
Si -0.90 0.28 0.09
I -0.16 -0.13 -0.30

***

Entry 6:
Density functional theory data (ωB97M-V with the def2-TZVPD basis set) for a 2-piece molecular cluster, CH3IN2 overall in a non-equilibrium geometry.

Its relative energy (zero: lowest compared OMol25 entry of this formula, charge and spin) is 100.3 kcal/mol. Its total charge is 0. As for the orbital gap (alpha / beta): 7.56 / 7.55 eV. For the HOMO energy (alpha / beta), the calculation gives -8.1 / -8.0 eV. For the electronic energy, the calculation gives -12160.3246 eV.

Each line ends with the natural charge from an NBO analysis.
CARTESIAN COORDINATES (ANGSTROEM)
C 1.35791 -0.84785 0.57736  -0.41
N -1.59876 1.14937 -0.17524  -0.28
N -0.86144 0.15750 -0.17243  -0.27
I 2.92698 -0.01418 -0.42179  0.21
H 0.78453 -1.71181 0.16630  0.12
H -1.12291 2.01681 0.22643  0.32
H -1.48632 -0.74983 -0.20063  0.32

Cartesian forces (eV/Å) of the 3 atoms listed first:
C -0.91 0.16 1.39
N -0.17 -0.24 1.31
N -0.93 -0.76 0.99

***

Entry 7:
Density functional theory data (ωB97M-V with the def2-TZVPD basis set) for a 2-piece molecular cluster, CH3IN2 overall in a non-equilibrium geometry.

Its relative energy (zero: lowest compared OMol25 entry of this formula, charge and spin) is 99.2 kcal/mol. Its total charge is 0. As for the orbital gap (alpha / beta): 7.48 / 7.47 eV. For the HOMO energy (alpha / beta), the calculation gives -8.2 / -8.2 eV. For the electronic energy, the calculation gives -12160.3705 eV.

Each line ends with the natural charge from an NBO analysis.
CARTESIAN COORDINATES (ANGSTROEM)
C 1.71700 -0.73712 1.12285  -0.38
N -1.15658 1.24705 0.20948  -0.27
N -0.42486 0.27947 0.06350  -0.28
I 3.17375 0.08427 -0.06711  0.17
H 1.44732 -1.78386 0.86424  0.10
H -1.32302 1.42463 1.21899  0.32
H -0.39146 -0.24995 -0.82285  0.33

Cartesian forces (eV/Å) of the 3 atoms listed first:
C -0.41 0.34 1.36
N -1.11 -0.64 -1.27
N 0.46 -1.58 1.98

***

Entry 8:
Density functional theory data (ωB97M-V with the def2-TZVPD basis set) for a 2-piece molecular cluster, CH3IN2S overall in a non-equilibrium geometry.

Its relative energy (zero: lowest compared OMol25 entry of this formula, charge and spin) is 5.8 kcal/mol. Its total charge is 0. As for the orbital gap (alpha / beta): 7.72 / 6.52 eV. For the HOMO energy (alpha / beta), the calculation gives -8.1 / -7.8 eV. For the electronic energy, the calculation gives -22999.1676 eV.

Each line ends with the natural charge from an NBO analysis.
CARTESIAN COORDINATES (ANGSTROEM)
C 0.08562 0.04530 -1.37439  -0.48
N -0.12044 -1.02359 -0.49541  -0.05
N -0.19924 -1.23338 0.62766  0.15
S -0.04939 1.03387 1.92515  -0.42
I -0.08124 0.22402 4.11604  0.07
H -0.88978 0.41509 -1.69500  0.25
H 0.63330 -0.31362 -2.24451  0.24
H 0.62116 0.85230 -0.85954  0.25

Cartesian forces (eV/Å) of the 3 atoms listed first:
C 0.24 1.52 -0.83
N -0.32 -1.89 1.02
N 0.09 1.14 0.20

***

> Number 8 is which compound?

CH3IN2S